Record 1
Entry from OMol25: 8 unconnected molecules or ions with the total composition C5H23NO7 (ωB97M-V/def2-TZVPD).

Atoms and positions in Å:
N (1.145, -0.453, -3.817)
C (0.347, 0.072, -2.801)
C (0.779, 1.212, -2.146)
C (0.215, 1.688, -0.889)
C (0.629, 2.770, -0.171)
C (0.201, 3.064, 1.241)
H (1.468, 0.324, -4.499)
H (0.860, -1.355, -4.223)
H (-0.449, -0.556, -2.459)
H (1.527, 1.822, -2.599)
H (-0.609, 1.153, -0.451)
H (1.375, 3.493, -0.685)
H (0.951, 2.591, 2.011)
H (0.185, 4.184, 1.502)
H (-0.797, 2.568, 1.421)
H (2.006, -0.637, -1.263)
H (2.327, 0.000, 0.191)
O (2.519, -0.854, -0.334)
H (0.757, 0.581, 2.746)
H (1.704, -0.533, 2.357)
O (1.738, 0.360, 2.737)
H (-1.772, -2.159, 2.954)
H (-1.459, -0.968, 1.985)
O (-1.060, -1.728, 2.463)
H (0.354, -2.936, 1.613)
H (1.462, -2.848, 0.376)
O (0.626, -3.117, 0.693)
H (-1.435, -3.025, -1.477)
H (-0.518, -2.653, -0.353)
O (-0.937, -2.310, -1.189)
H (-2.290, 0.466, 1.228)
H (-2.379, 0.870, 2.797)
O (-1.763, 0.918, 2.030)
H (-3.220, -0.315, -0.533)
H (-1.890, -1.088, -0.529)
O (-2.599, -0.600, 0.072)

Calculated values
HOMO energy = -7.28 eV
charge = 0
structure (SMILES) = C/C=C/C=C/N.O.O.O.O.O.O.O

---

Record 2
Entry from OMol25: 7 unconnected molecules or ions with the total composition C5H23NO7S (ωB97M-V/def2-TZVPD).

Atoms and positions in Å:
C (2.044, 1.338, -2.017)
C (2.573, -0.105, -1.789)
C (2.632, -0.560, -0.349)
S (3.201, -2.224, -0.036)
C (1.458, 2.036, -0.825)
N (0.105, 2.254, -0.854)
C (-0.818, 2.059, -1.964)
O (2.078, 2.297, 0.197)
H (2.774, 1.962, -2.534)
H (1.298, 1.269, -2.800)
H (2.044, -0.811, -2.434)
H (3.582, -0.145, -2.199)
H (3.341, 0.063, 0.200)
H (1.783, -0.249, 0.270)
H (2.048, -2.869, -0.204)
H (-0.187, 2.921, -0.159)
H (-1.792, 2.507, -1.771)
H (-0.416, 2.437, -2.903)
H (-1.039, 0.996, -2.021)
H (-0.112, -2.146, 2.607)
H (-1.061, -2.580, 3.690)
O (-0.593, -1.799, 3.369)
H (-2.332, -1.807, -1.917)
H (-1.013, -2.014, -1.310)
O (-1.487, -1.344, -1.824)
H (-2.027, -0.201, 1.063)
H (-2.063, -0.172, -0.444)
O (-2.439, 0.278, 0.329)
H (0.454, 2.783, 1.992)
H (1.692, 2.310, 2.746)
O (0.775, 2.569, 2.868)
H (-2.802, -0.962, 3.416)
H (-3.907, -0.613, 2.453)
O (-3.265, -1.310, 2.642)
H (-2.361, -2.171, 1.391)
H (-2.367, -3.342, 0.373)
O (-1.801, -2.657, 0.747)

Calculated values
HOMO energy = -9.09 eV
charge = 0
structure (SMILES) = CNC(=O)CCCS.O.O.O.O.O.O

---

Record 3
Entry from OMol25: 8 unconnected molecules or ions with the total composition C5H23NO9 (ωB97M-V/def2-TZVPD).

Atoms and positions in Å:
O (0.366, -2.007, -2.894)
C (-0.817, -1.810, -2.796)
O (-1.697, -2.818, -2.600)
C (-1.600, -0.543, -3.028)
C (-2.499, -0.189, -1.794)
C (-1.763, -0.125, -0.456)
C (0.305, 0.741, -1.194)
N (-0.764, 0.961, -0.568)
H (-1.300, -3.631, -2.276)
H (-1.044, 0.355, -3.257)
H (-2.282, -0.870, -3.808)
H (-3.307, -0.906, -1.677)
H (-2.968, 0.734, -2.139)
H (-1.414, -1.129, -0.194)
H (-2.400, 0.231, 0.350)
H (0.862, -0.134, -1.502)
H (0.872, 1.633, -1.492)
H (0.023, -1.085, 3.901)
H (0.347, -2.502, 3.470)
O (-0.373, -1.950, 3.771)
H (-0.638, 2.734, 0.561)
H (-0.938, 4.097, 1.309)
O (-0.303, 3.389, 1.187)
H (3.745, -1.119, -1.584)
H (2.622, -0.763, -2.435)
O (3.086, -0.418, -1.659)
H (3.289, 0.781, 0.872)
H (3.312, -0.512, 0.156)
O (3.695, -0.096, 0.931)
H (-2.175, -0.263, 3.515)
H (-2.647, 0.967, 2.779)
O (-2.819, 0.024, 2.860)
H (2.196, 2.553, 0.573)
H (1.245, 2.460, 1.808)
O (2.059, 2.113, 1.413)
H (2.622, -0.365, 2.929)
H (1.413, 0.042, 2.143)
O (1.689, -0.580, 2.827)

Calculated values
HOMO energy = -10.16 eV
charge = 0
structure (SMILES) = C=NCCCC(=O)O.O.O.O.O.O.O.O

---

Record 4
Entry from OMol25: 7 unconnected molecules or ions with the total composition C5H24N2O7 (ωB97M-V/def2-TZVPD).

Atoms and positions in Å:
C (-2.774, 0.953, -0.571)
N (-2.409, 1.811, 0.433)
C (-1.428, 2.800, -0.010)
C (-2.212, 1.242, 1.775)
C (-0.771, 0.729, 2.057)
N (-0.658, -0.741, 2.159)
C (-0.497, -1.368, 0.848)
O (-3.283, -0.131, -0.374)
H (-2.611, 1.372, -1.566)
H (-1.286, 3.564, 0.764)
H (-0.481, 2.374, -0.330)
H (-1.760, 3.446, -0.803)
H (-2.331, 2.043, 2.482)
H (-2.951, 0.454, 1.791)
H (0.022, 1.024, 1.376)
H (-0.503, 1.109, 3.042)
H (-1.421, -1.165, 2.657)
H (0.237, -0.835, 0.245)
H (-0.141, -2.395, 0.964)
H (-1.447, -1.464, 0.309)
H (2.240, -0.356, -3.643)
H (0.744, -0.494, -4.312)
O (1.455, 0.091, -4.023)
H (-0.397, -3.230, -1.853)
H (-0.655, -1.768, -1.697)
O (0.076, -2.401, -1.710)
H (2.665, -1.589, 1.623)
H (4.085, -1.347, 1.150)
O (3.280, -1.828, 0.912)
H (1.984, -2.134, 3.606)
H (0.972, -1.291, 2.861)
O (1.851, -1.217, 3.315)
H (1.235, 1.598, -2.981)
H (0.860, 3.103, -2.914)
O (0.883, 2.301, -2.383)
H (3.067, -1.348, -1.180)
H (1.731, -1.626, -1.977)
O (2.631, -1.286, -2.045)

Calculated values
HOMO energy = -9.12 eV
charge = 0
structure (SMILES) = CNCCN(C)C=O.O.O.O.O.O.O

---

Record 5
Entry from OMol25: 7 unconnected molecules or ions with the total composition C5H24NO8 (ωB97M-V/def2-TZVPD).

Atoms and positions in Å:
C (-0.228, 0.412, 0.863)
N (-0.906, 1.560, 1.508)
C (-1.650, 2.353, 0.607)
O (-2.736, 1.665, -0.064)
C (0.426, -0.420, 2.006)
C (1.871, 0.068, 2.132)
C (2.798, -0.362, 1.002)
O (3.790, 0.725, 0.885)
H (0.510, 0.901, 0.224)
H (-0.833, -0.294, 0.284)
H (-1.401, 1.373, 2.361)
H (-0.975, 2.817, -0.112)
H (-2.093, 3.144, 1.223)
H (-2.391, 1.396, -0.925)
H (0.320, -1.491, 2.002)
H (-0.140, -0.116, 2.887)
H (1.874, 1.103, 2.480)
H (2.329, -0.394, 3.026)
H (2.216, -0.299, 0.075)
H (3.315, -1.307, 1.139)
H (2.230, 1.055, -2.518)
H (3.479, 1.196, 0.104)
O (1.443, 0.544, -2.296)
H (-1.994, -0.983, 2.002)
H (-2.862, -0.090, 1.267)
O (-2.721, -0.382, 2.186)
H (0.445, -2.256, -0.996)
H (0.032, -3.110, 0.283)
O (0.300, -2.229, -0.004)
H (1.961, -2.532, -1.923)
H (1.477, -0.943, -2.238)
O (1.332, -1.967, -2.396)
H (-2.275, -0.774, -2.059)
H (-1.510, -2.031, -1.757)
O (-2.385, -1.723, -2.035)
H (-0.519, 1.383, -2.581)
H (-0.270, -0.051, -2.732)
O (-1.003, 0.577, -2.813)

Calculated values
HOMO energy = -5.39 eV
charge = -1

---

Record 6
Entry from OMol25: 8 unconnected molecules or ions with the total composition C5H24NO9 (ωB97M-V/def2-TZVPD).

Atoms and positions in Å:
O (1.885, 0.067, -2.005)
C (1.576, -0.718, -1.112)
N (1.318, -0.044, 0.144)
C (0.469, -0.620, 1.141)
C (-1.027, -1.238, 0.478)
C (-2.316, -0.438, 0.676)
O (-3.180, -0.335, -0.417)
C (0.471, 0.597, 2.190)
H (1.988, -2.468, -2.004)
H (1.286, 1.001, 0.079)
H (0.970, -1.568, 1.316)
H (-1.233, -2.253, 0.884)
H (-0.656, -1.469, -0.548)
H (-1.965, 0.637, 0.928)
H (-2.297, 3.137, 0.261)
H (0.369, 0.279, 3.360)
H (1.319, 1.286, 2.059)
H (-0.269, 1.267, 1.866)
H (2.210, -2.993, -0.622)
H (0.227, -2.394, -2.658)
O (1.969, -3.366, -1.441)
H (-0.097, -3.865, 1.698)
H (1.328, -3.556, 1.160)
O (0.666, -4.299, 1.218)
H (3.368, 1.643, -0.210)
H (2.234, 2.372, 0.481)
O (3.146, 2.192, 0.496)
H (-2.855, 1.948, -0.562)
H (-3.839, -1.087, -0.301)
O (-3.085, 2.828, -0.179)
H (0.160, 3.353, -0.127)
H (-0.016, 4.238, 1.014)
O (0.155, 3.331, 0.816)
H (0.639, 1.840, -1.760)
H (-0.864, 2.214, -1.656)
O (0.013, 2.533, -1.938)
H (-2.913, -0.787, 1.559)
H (-0.662, -1.211, -3.008)
O (-0.491, -2.051, -3.277)

Calculated values
HOMO energy = -3.33 eV
charge = -1

---

Record 7
Entry from OMol25: 7 unconnected molecules or ions with the total composition C5H24O7 (ωB97M-V/def2-TZVPD).

Atoms and positions in Å:
C (-2.622, 4.130, 0.302)
O (-3.317, 3.974, -0.939)
H (-3.066, 4.638, 1.158)
H (-2.265, 3.162, 0.654)
H (-1.663, 4.600, 0.087)
H (-3.922, 3.236, -0.838)
C (-1.526, -3.018, -0.928)
O (-0.293, -3.754, -1.049)
H (-1.478, -1.956, -0.685)
H (-2.240, -3.120, -1.746)
H (-2.079, -3.405, -0.072)
H (-0.337, -4.483, -1.672)
C (2.085, -0.255, -1.195)
C (2.320, -1.559, -0.501)
C (3.522, -1.600, 0.466)
O (1.124, -1.768, 0.302)
H (1.911, 0.538, -0.467)
H (1.280, -0.290, -1.929)
H (3.036, 0.068, -1.618)
H (2.496, -2.398, -1.175)
H (3.541, -2.596, 0.907)
H (3.536, -0.748, 1.145)
H (4.496, -1.520, -0.016)
H (0.711, -2.582, 0.005)
O (0.811, -0.551, 2.738)
H (0.958, -0.944, 1.878)
H (0.797, 0.392, 2.571)
O (-2.625, 0.999, -1.858)
H (-3.422, 1.283, -1.411)
H (-1.986, 0.876, -1.155)
O (-1.018, 0.423, 0.285)
H (-0.763, 0.984, 1.016)
H (-0.298, -0.201, 0.197)
O (0.602, 2.129, 1.812)
H (1.438, 2.427, 1.453)
H (0.255, 2.890, 2.276)

Calculated values
HOMO energy (alpha / beta) = 0.40 / -7.10 eV
charge = -1
⟨S²⟩ = 0.750
multiplicity = 2

---

What electronic energy values result from the calculations? In sequence: -785.6737, -1183.9266, -936.2028, -841.0877, -861.5857, -936.7346, -731.5042 Ha.
What strongest force on any atom values result from the calculations? In sequence: 3.9, 1.6, 2.1, 1.9, 3.2, 5.1, 1.8 eV Å⁻¹.
What relative energy (zero: lowest compared OMol25 entry of this formula, charge and spin) values result from the calculations? In sequence: 2.676, 0.000, 1.941, 1.631, 1.521, 5.497, 1.398 eV.